Record 1
Below is a cluster of 6 separate species, C31H79N7O11 in total, with properties calculated with wB97M-V/def2-TZVPD.

XYZ file:
```
128
Properties=species:S:1:pos:R:3:mulliken_charge:R:1
C -1.26 2.01 -7.48 -0.53
O -2.07 1.79 -6.34 -0.32
C -1.61 2.31 -5.10 -0.29
C -2.42 1.67 -4.02 -0.44
N -2.78 2.47 -2.93 -0.59
C -3.68 1.62 -2.00 -0.05
C -4.61 2.23 -0.96 -0.96
O -3.91 2.61 0.29 -0.17
C -4.53 3.56 1.11 -0.75
H -0.28 1.55 -7.41 0.11
H -1.27 3.08 -7.66 0.28
H -1.90 1.47 -8.18 0.25
H -1.80 3.38 -5.20 0.30
H -0.55 2.04 -5.12 0.04
H -2.02 0.68 -3.80 0.14
H -3.38 1.37 -4.44 0.62
H -1.89 2.50 -2.45 0.54
H -3.03 1.06 -1.33 -0.08
H -4.14 0.86 -2.64 0.55
H -5.51 1.67 -0.73 0.35
H -4.80 3.19 -1.45 0.38
H -5.59 3.37 1.26 0.31
H -4.50 4.39 0.40 0.36
H -3.85 3.68 1.95 0.14
C -5.40 -9.58 1.31 -0.79
O -4.20 -9.25 1.90 -0.40
C -3.80 -7.92 1.71 -0.30
C -2.42 -7.67 2.45 -0.82
N -1.77 -6.30 2.25 -0.30
C -2.76 -5.19 2.25 -0.39
C -2.07 -3.87 2.59 -0.82
O -1.20 -3.34 1.53 -0.20
C -1.84 -2.41 0.62 -0.72
H -5.48 -10.57 0.86 0.29
H -5.79 -8.74 0.72 0.34
H -6.28 -9.64 1.96 0.29
H -4.54 -7.27 2.17 0.39
H -3.74 -7.64 0.66 0.33
H -1.66 -8.36 2.09 0.38
H -2.54 -7.95 3.50 0.26
H -1.23 -6.29 1.39 0.26
H -3.53 -5.50 2.95 0.43
H -3.17 -5.22 1.24 0.27
H -1.42 -4.08 3.44 0.33
H -2.85 -3.18 2.91 0.37
H -1.17 -2.28 -0.23 0.41
H -2.02 -1.57 1.30 0.12
H -2.82 -2.63 0.19 0.38
C 9.32 4.42 -2.14 -0.73
O 8.88 3.05 -1.93 -0.37
C 8.06 2.88 -0.76 -0.74
C 6.65 2.48 -1.21 -0.12
N 5.73 2.42 -0.10 -0.19
C 4.39 2.03 -0.47 -1.09
C 3.29 3.15 -0.67 0.07
O 2.90 3.94 0.44 -0.42
C 2.74 3.17 1.59 -0.59
H 10.32 4.62 -1.75 0.27
H 8.63 5.20 -1.80 0.35
H 9.30 4.51 -3.22 0.26
H 8.00 3.78 -0.16 0.45
H 8.42 2.12 -0.06 0.31
H 6.74 1.50 -1.67 0.19
H 6.27 3.25 -1.88 0.15
H 6.08 2.03 0.76 0.31
H 4.09 1.28 0.27 0.58
H 4.48 1.28 -1.25 0.28
H 2.40 2.60 -1.00 -0.05
H 3.62 3.76 -1.50 0.30
H 3.58 2.53 1.87 0.25
H 1.88 2.52 1.45 0.20
H 2.42 3.82 2.40 0.29
C -1.66 1.08 2.40 -0.45
O -1.21 2.23 3.21 -0.35
C -1.53 2.07 4.53 -0.13
C -1.31 3.38 5.33 -1.11
N -2.63 4.05 5.58 -0.23
C -3.51 3.46 6.54 -0.77
C -4.93 3.37 5.94 -0.30
O -5.32 2.04 6.45 -0.32
C -6.65 1.77 6.29 -0.76
H -2.68 0.71 2.51 0.55
H -1.14 0.17 2.70 0.69
H -1.39 1.11 1.34 -0.15
H -0.88 1.36 5.05 0.22
H -2.53 1.65 4.57 0.36
H -0.70 4.03 4.70 0.42
H -0.81 3.33 6.29 0.42
H -2.39 5.03 5.67 0.23
H -3.54 3.88 7.55 0.41
H -3.06 2.50 6.77 0.37
H -5.04 3.31 4.86 0.10
H -5.56 4.22 6.25 0.42
H -6.90 0.74 6.56 0.25
H -6.84 1.81 5.22 0.30
H -7.34 2.47 6.77 0.29
C 1.88 -2.63 0.63 -0.43
O 2.44 -2.56 -0.75 -0.32
C 3.84 -2.66 -0.63 -0.58
C 4.47 -2.89 -2.03 -0.70
N 4.41 -1.73 -2.81 0.06
C 4.71 -1.78 -4.24 -0.93
C 3.41 -1.61 -5.03 -0.52
O 2.81 -0.37 -4.72 -0.43
C 2.82 0.67 -5.66 -0.92
H 2.56 -2.15 1.33 0.36
H 1.78 -3.64 1.02 0.35
H 0.89 -2.19 0.76 -0.14
H 3.97 -3.52 0.03 0.54
H 4.26 -1.77 -0.16 0.25
H 3.79 -3.63 -2.46 0.38
H 5.51 -3.20 -1.94 0.42
H 3.49 -1.32 -2.74 -0.02
H 5.20 -2.76 -4.27 0.47
H 5.63 -1.22 -4.38 0.29
H 2.70 -2.42 -4.90 0.25
H 3.50 -1.57 -6.12 0.61
H 3.85 0.65 -6.02 0.45
H 2.57 1.58 -5.12 0.22
H 2.08 0.44 -6.44 0.30
N 1.20 0.07 -2.16 0.39
C 0.20 0.74 -1.65 0.46
N 0.02 0.12 -0.47 0.43
O -0.30 1.75 -2.01 -0.83
H 1.41 0.11 -3.15 -0.08
H 1.54 -0.59 -1.47 -0.18
H 0.41 -0.81 -0.34 -0.51
H -0.64 0.65 0.07 -0.39
```

Values from the calculation:
SMILES: COCCNCCOC.COCCNCCOC.COCCNCCOC.COCCNCCOC.COCCNCCOC.NC(N)=O
HOMO energy: -8.3 eV
HOMO-LUMO gap: 8.8 eV
ΔE to the lowest compared entry with this formula, charge and spin: 139.1 kcal/mol
largest force on an atom: 3.6 eV/Å
multiplicity: 1

Record 2
Below is the molecule C5H8O, with properties calculated with wB97M-V/def2-TZVPD.

XYZ file:
```
14
Properties=species:S:1:pos:R:3:mulliken_charge:R:1
C 1.67 -1.19 0.04 -1.25
C 0.23 -0.83 0.28 0.79
O -0.49 -1.89 0.75 -0.54
C -0.31 0.35 0.00 -0.01
C -0.15 1.68 -0.58 -0.51
C -1.54 1.08 -0.34 -0.60
H 1.74 -1.78 -0.88 0.27
H 2.28 -0.29 -0.08 0.32
H 2.06 -1.80 0.86 0.36
H -1.39 -1.58 0.91 0.31
H 0.20 1.78 -1.60 0.23
H 0.14 2.49 0.08 0.20
H -2.17 1.54 0.43 0.24
H -2.09 0.74 -1.21 0.21
```

Values from the calculation:
SMILES: CC(O)=C1CC1
HOMO energy: -8.4 eV
HOMO-LUMO gap: 9.4 eV
ΔE to the lowest compared entry with this formula, charge and spin: 43.2 kcal/mol
largest force on an atom: 0.5 eV/Å
multiplicity: 1

Record 3
Below is a cluster of 2 separate species, C4H12N2 in total, with properties calculated with wB97M-V/def2-TZVPD.

XYZ file:
```
18
Properties=species:S:1:pos:R:3:mulliken_charge:R:1
C 0.33 4.41 0.42 -1.76
C -0.20 3.27 -0.45 -0.83
N 0.59 2.09 -0.59 -0.88
H -0.03 5.41 0.16 0.51
H 0.41 4.26 1.49 0.53
H 1.39 4.60 0.15 0.40
H -1.25 2.99 -0.30 0.50
H -0.28 3.70 -1.46 0.34
H 1.45 2.02 -1.13 0.33
H 0.99 1.71 0.27 0.48
C -0.73 -2.39 0.01 -1.25
C -0.42 -3.53 0.65 -1.05
N 0.16 -4.62 0.04 -0.53
H -0.66 -2.27 -1.06 0.04
H -1.20 -1.50 0.37 0.53
H -0.50 -3.51 1.72 0.74
H 0.43 -4.59 -0.92 0.29
H 0.13 -5.50 0.51 0.61
```

Values from the calculation:
HOMO energy (spin up / spin down): 1.6 / -4.5 eV
total charge: -1
HOMO-LUMO gap (spin up / spin down): 2.0 / 8.4 eV
ΔE to the lowest compared entry with this formula, charge and spin: 36.2 kcal/mol
largest force on an atom: 2.6 eV/Å
multiplicity: 2

Record 4
Below is a structure of composition C26H27BCuN10O4S2, with properties calculated with wB97M-V/def2-TZVPD.

XYZ file:
```
71
Properties=species:S:1:pos:R:3:mulliken_charge:R:1
Cu 10.85 9.56 12.07 0.67
C 10.74 5.24 11.93 -0.71
N 10.36 5.83 13.19 0.30
C 10.70 5.38 14.46 -0.32
C 10.32 6.27 15.38 -0.67
N 9.69 7.32 14.70 0.15
B 8.88 8.48 15.34 -0.06
N 9.74 9.76 15.49 0.60
C 9.29 10.78 16.27 -0.84
C 10.19 11.78 16.32 -0.25
N 11.22 11.35 15.59 0.20
C 12.48 12.12 15.49 -0.91
C 10.94 10.14 15.03 0.10
S 12.05 9.23 14.11 -0.67
C 9.72 7.02 13.37 -0.18
S 9.10 8.03 12.09 -0.43
H 10.93 6.03 11.23 0.22
H 9.97 4.69 11.40 0.27
H 11.61 4.62 12.18 0.32
H 11.22 4.43 14.60 0.41
H 10.43 6.22 16.44 0.51
H 8.49 7.99 16.39 -0.19
H 7.88 8.80 14.71 -0.03
H 8.34 10.73 16.82 0.43
H 10.11 12.76 16.82 0.45
H 12.75 12.36 16.51 0.40
H 12.26 12.96 14.82 0.20
H 13.12 11.29 15.14 0.29
O 10.08 9.83 10.14 -0.45
C 10.76 9.74 9.17 -0.36
C 12.16 9.91 8.99 0.49
C 12.70 9.95 7.73 -0.19
C 14.01 10.02 7.57 -0.68
C 14.88 10.16 8.70 -0.35
C 14.39 10.22 9.92 -1.05
C 12.98 10.08 10.13 0.72
O 12.60 10.03 11.34 -0.30
N 14.57 10.02 6.24 1.01
O 15.72 10.07 6.03 -0.63
O 13.70 9.97 5.35 -0.65
H 10.24 9.52 8.25 0.40
H 12.03 10.11 6.90 0.52
H 15.91 10.29 8.60 0.53
H 15.04 10.33 10.78 0.46
C 11.55 13.31 11.77 -1.99
C 10.19 12.82 12.11 0.52
N 9.89 11.57 12.46 1.16
C 8.55 11.58 12.75 -0.86
C 8.02 12.83 12.59 -0.90
N 9.07 13.63 12.17 0.41
C 9.11 15.00 11.68 -1.07
N 9.67 15.16 10.38 0.97
N 10.32 16.33 10.25 -0.71
N 10.61 16.52 9.02 -0.63
C 10.02 15.50 8.31 0.19
C 10.06 15.25 6.94 -0.66
C 9.55 14.05 6.53 -0.41
C 8.96 13.14 7.37 -0.65
C 8.80 13.48 8.74 -0.35
C 9.34 14.64 9.15 0.83
H 12.33 12.64 12.08 0.38
H 11.77 14.13 12.43 0.47
H 11.73 13.55 10.76 0.33
H 8.04 10.68 12.97 0.56
H 6.98 13.15 12.70 0.41
H 9.64 15.59 12.45 0.36
H 8.05 15.38 11.61 0.39
H 10.43 15.96 6.18 0.41
H 9.58 13.83 5.43 0.31
H 8.57 12.15 7.14 0.42
H 8.31 12.80 9.46 0.38
```

Values from the calculation:
HOMO energy (spin up / spin down): -7.8 / -8.0 eV
HOMO-LUMO gap (spin up / spin down): 7.8 / 7.1 eV
largest force on an atom: 4.1 eV/Å
multiplicity: 2

What are the DFT total energy values for these records? In order: -2439.0012 -270.4890 -268.9960 -4317.1566 hartree.